The following is a DFT calculation (wB97M-V/def2-TZVPD) of a 2-piece molecular cluster, C9H11O3 overall.

Values from the calculation:
⟨S²⟩: 0.7618
HOMO-LUMO gap (spin up / spin down) in eV: 2.44 / 6.38
Charge: -2
2S+1: 2
Electronic energy in eV: -15649.9861

Geometry (Å):
O 0.6226 -3.7157 1.0871
O -1.3693 -0.5005 0.7118
O -1.1911 -3.7794 -0.2044
C 0.5474 2.9930 -0.2130
C 1.3951 4.1968 -0.3906
C -0.7211 0.6582 0.3146
C -0.6261 1.5835 1.4047
C -0.0268 -3.5888 0.0680
C 0.4449 2.0341 -1.1974
C -0.1908 0.8185 -0.9317
C 0.0642 2.7827 1.1379
C 0.6451 -2.7230 -1.3727
H 0.8751 2.2093 -2.1898
H -0.9907 1.2472 2.2914
H -1.0277 -1.2935 0.1762
H 1.6391 -2.5127 -1.0560
H 1.1020 4.8377 -1.1651
H 2.3156 4.0449 -0.8717
H -0.1475 0.0645 -1.7150
H 0.0425 -1.9223 -1.6559
H 0.2961 3.5684 1.8855
H 1.3887 4.7245 0.5901
H 0.8188 -3.5335 -1.9644


The following is a DFT calculation (wB97M-V/def2-TZVPD) of one molecule with the formula C9H12Cl2NOP.

Values from the calculation:
HOMO-LUMO gap (spin up / spin down) in eV: 8.14 / 8.14
SMILES: C[C@@H](c1ccccc1)N(C)P(=O)(Cl)Cl
Electronic energy in eV: -47398.2819

Geometry (Å):
Cl 0.7555 1.3472 2.9036
Cl 3.4803 2.3259 1.3730
P 2.0128 0.8715 1.3555
O 2.6151 -0.4148 1.5765
N 1.3879 1.2678 -0.7213
C 0.3638 -1.7509 0.5679
C 0.5084 0.1936 -1.1493
C 0.7940 2.6351 -0.7497
C -1.1196 0.2095 0.6696
C -1.1396 -1.5537 2.4345
C -0.0739 -2.2361 1.7982
C 1.2281 -0.7207 -2.0807
C -0.1491 -0.5288 0.0366
C -1.7204 -0.3930 1.8263
H 0.4851 -3.0559 2.1705
H 1.3208 3.1872 0.1403
H 2.2175 -0.8729 -1.6535
H 1.1324 -2.3402 0.0248
H -1.4808 1.2857 0.3198
H -2.4724 0.1497 2.3796
H -0.2177 2.6497 -0.7184
H -1.6592 -1.7854 3.4239
H 1.1561 -0.2344 -3.0603
H -0.3089 0.6023 -1.6910
H 1.1474 3.0723 -1.7588
H 0.6193 -1.5873 -2.2198


The following is a DFT calculation (wB97M-V/def2-TZVPD) of an isolated ion of composition C9H12ClFN3O and charge +1.

Values from the calculation:
⟨S²⟩: 2.0351
HOMO-LUMO gap (spin up / spin down) in eV: 6.61 / 5.92
Charge: +1
2S+1: 3
Electronic energy in eV: -31272.1429

Geometry (Å):
Cl -2.8251 -2.7711 1.4497
F 2.8766 -2.1568 0.2016
O 1.6798 2.3401 -2.3503
N -0.1789 -3.4135 1.4808
N -0.3150 -0.7707 0.4894
N 1.5427 0.0480 -0.4614
C -0.6270 0.6400 0.2371
C -0.8507 1.2824 1.5525
C 1.5468 -2.1545 0.5231
C -1.2791 -2.9509 1.4234
C 0.5778 1.1746 -0.5874
C 0.4464 1.7397 -2.0147
C -1.9791 0.5950 -0.6420
C 0.8870 -0.9692 0.1053
C 1.1160 -3.2547 1.1504
H -0.0272 1.4215 2.1530
H -1.6281 0.9046 2.1356
H -0.3952 2.4966 -1.8841
H 1.7327 3.0645 -1.8215
H 2.3481 0.0520 -1.1245
H 0.4495 0.8823 -2.7726
H -2.3196 1.5544 -0.7556
H 0.9817 1.9648 -0.0349
H -1.6201 0.0117 -1.5663
H -2.6805 -0.0245 -0.0179
H -1.2708 2.2616 1.4143
H 1.8112 -3.9676 1.7173


The following is a DFT calculation (wB97M-V/def2-TZVPD) of a 2-piece molecular cluster, C9H12ClN overall.

Values from the calculation:
HOMO-LUMO gap (spin up / spin down) in eV: 8.15 / 8.15
Electronic energy in eV: -23535.9173

Geometry (Å):
Cl -0.8101 -1.9885 -1.5459
N -0.9976 0.5298 -2.0230
C 0.8365 0.1956 3.4364
C -2.4214 0.4949 -2.1308
C 0.3835 -0.0582 0.7031
C -0.3164 0.7619 2.8376
C -0.5078 0.6736 1.5040
C 1.4807 -0.6853 1.2817
C -0.1179 -0.4952 -1.6132
C 1.7658 -0.5507 2.6255
C 1.2361 -0.5036 -2.2009
H -2.4895 -0.1228 -3.0515
H -1.0287 1.3378 3.3991
H 2.0598 -1.1789 -1.7801
H 2.1921 -1.4100 0.8840
H 2.6377 -1.1476 2.9370
H -0.5619 1.4415 -1.8339
H -2.8149 0.0827 -1.1684
H 1.1631 -1.0572 -3.0991
H 0.8488 0.2741 4.5885
H -1.2528 1.3476 1.1065
H 1.5150 0.5090 -2.5322
H -2.8003 1.5495 -2.3242


How do the records compare in relative energy (zero: lowest compared OMol25 entry of this formula, charge and spin)? In the order shown, they have 50.16, 0.00, 12.33, 104.70 kcal/mol.